No. 1
Density functional theory data (ωB97M-V/def2-TZVPD) for a molecular structure, C22H30F6N11O4S2Zn at a distorted geometry.

Last column: Löwdin charge in e.
Element x y z (Å)
Zn1 0.21 -2.60 -2.56  0.54
C1 -1.58 1.40 -2.65  -0.66
F1 -2.75 1.96 -2.74  0.17
F2 -1.33 0.96 -3.92  0.11
F3 -0.69 2.31 -2.41  0.16
S1 -1.55 -0.06 -1.37  0.75
O1 -1.69 0.52 -0.01  -0.33
O2 -2.78 -0.83 -1.66  -0.32
N1 0.01 -0.97 -1.53  -0.43
S2 0.98 -0.17 -0.54  0.58
O3 2.36 -0.49 -0.85  -0.33
O4 0.76 1.29 -0.46  -0.31
C2 0.75 -0.90 1.27  -0.65
F4 0.13 -2.05 1.20  0.14
F5 1.94 -1.02 1.91  0.09
F6 0.07 -0.09 2.02  0.15
C3 -3.33 0.54 2.39  -0.08
C4 -2.36 1.41 3.02  -0.29
N2 -1.64 2.12 3.52  0.15
H1 -2.96 -0.48 2.34  0.07
H2 -3.63 0.81 1.38  0.07
H3 -4.25 0.62 2.98  0.09
C5 5.06 1.91 0.49  -0.06
C6 4.96 0.60 1.12  -0.24
N3 4.74 -0.40 1.62  0.18
H4 4.60 2.63 1.17  0.09
H5 4.60 1.99 -0.49  0.08
H6 6.07 2.24 0.27  0.09
C7 3.73 -4.32 0.31  -0.01
C8 2.67 -3.82 -0.62  -0.18
N4 1.92 -3.31 -1.29  0.13
H7 4.64 -3.72 0.18  0.09
H8 4.03 -5.32 0.02  0.09
H9 3.27 -4.24 1.29  0.08
C9 1.83 0.75 4.66  -0.08
C10 1.02 -0.27 5.30  -0.28
N5 0.39 -1.02 5.92  0.13
H10 1.19 1.62 4.47  0.07
H11 2.26 0.42 3.72  0.05
H12 2.71 1.04 5.21  0.08
C11 -1.89 5.36 -2.48  -0.05
C12 -1.41 6.00 -3.75  -0.27
N6 -1.02 6.50 -4.73  0.11
H13 -1.45 4.39 -2.28  0.06
H14 -2.97 5.40 -2.66  0.06
H15 -1.74 6.12 -1.71  0.08
C13 -5.26 3.64 -4.22  -0.07
C14 -5.72 3.06 -3.01  -0.30
N7 -6.14 2.58 -2.08  0.16
H16 -4.30 4.14 -4.04  0.06
H17 -5.88 4.43 -4.64  0.09
H18 -5.18 2.93 -5.04  0.10
C15 4.68 -2.21 3.88  -0.12
C16 4.36 -2.76 5.21  -0.28
N8 4.13 -3.07 6.30  0.12
H19 5.19 -2.98 3.31  0.07
H20 5.43 -1.42 4.01  0.07
H21 3.84 -1.86 3.29  0.03
C17 -2.93 -3.50 1.02  -0.04
C18 -2.00 -3.67 -0.07  -0.23
N9 -1.26 -3.81 -0.96  0.13
H22 -3.46 -4.45 0.96  0.10
H23 -3.66 -2.70 0.85  0.08
H24 -2.50 -3.45 2.02  0.10
C19 5.10 -0.08 -2.53  -0.07
C20 4.95 -1.44 -3.20  -0.23
N10 4.75 -2.55 -3.57  0.11
H25 5.55 -0.19 -1.54  0.06
H26 4.15 0.46 -2.50  0.06
H27 5.72 0.51 -3.21  0.07
C21 -5.94 -0.82 -0.78  -0.07
C22 -5.89 -1.61 -2.06  -0.28
N11 -5.76 -2.22 -3.00  0.13
H28 -6.16 -1.47 0.06  0.07
H29 -6.68 -0.02 -0.85  0.06
H30 -4.97 -0.32 -0.70  0.04

Calculated values
<S²>   0.751
HOMO energy (alpha / beta)   -7.38 / -11.15 eV
Multiplicity   2
Energy   -134267.81964 eV
Lowest unoccupied orbital energy (alpha / beta)   -0.24 / -0.64 eV

=====

No. 2
Density functional theory data (ωB97M-V/def2-TZVPD) for a molecular structure, C33H63CrN6O3 at a distorted geometry.

Last column: Löwdin charge in e.
Element x y z (Å)
Cr1 0.23 0.03 -0.01  0.91
C1 -1.38 -0.12 -3.78  -0.07
C2 -1.36 1.08 -2.83  -0.52
C3 -2.90 1.52 -2.60  -0.03
O1 -0.57 0.90 -1.70  -0.32
H1 -2.17 0.00 -4.52  0.06
H2 -1.67 -1.04 -3.27  0.07
H3 -0.50 -0.25 -4.40  0.07
H4 -1.01 1.92 -3.44  0.10
H5 -3.01 2.60 -2.49  0.03
H6 -3.21 1.10 -1.64  0.03
H7 -3.67 1.19 -3.30  0.07
C4 0.67 -3.37 -2.35  -0.05
C5 -0.34 -3.25 -1.20  -0.54
C6 -0.17 -4.33 -0.15  -0.07
O2 -0.08 -2.00 -0.54  -0.39
H8 0.40 -2.68 -3.14  0.07
H9 0.57 -4.40 -2.70  0.07
H10 1.70 -3.32 -2.01  0.05
H11 -1.36 -3.24 -1.57  0.10
H12 0.88 -4.28 0.13  0.05
H13 -0.52 -5.30 -0.49  0.07
H14 -0.77 -4.21 0.75  0.07
C7 2.00 2.46 3.10  -0.08
C8 1.42 2.80 1.73  -0.54
C9 2.48 3.56 0.89  -0.06
O3 0.90 1.74 0.97  -0.37
H15 3.07 2.27 3.05  0.07
H16 1.46 1.69 3.64  0.06
H17 1.95 3.26 3.84  0.07
H18 0.59 3.42 2.07  0.11
H19 2.60 4.62 1.14  0.07
H20 2.29 3.49 -0.19  0.06
H21 3.47 3.10 0.91  0.06
C10 0.69 -1.31 5.55  -0.08
C11 2.24 -1.46 5.32  -0.24
C12 2.72 -2.19 4.02  -0.15
C13 2.12 -1.65 2.74  -0.11
N1 1.67 -1.23 1.70  0.17
H22 0.21 -2.27 5.36  0.07
H23 0.28 -0.60 4.82  0.06
H24 0.37 -1.14 6.57  0.07
H25 2.72 -1.92 6.19  0.10
H26 2.84 -0.56 5.44  0.09
H27 2.34 -3.21 4.15  0.11
H28 3.80 -2.26 3.90  0.10
C14 -1.90 6.88 -1.19  -0.13
C15 -0.91 6.29 -2.14  -0.25
C16 -1.35 4.94 -2.83  -0.15
C17 -2.79 5.02 -3.35  -0.21
N2 -3.91 5.10 -3.67  0.13
H29 -2.93 6.93 -1.56  0.07
H30 -1.61 7.88 -0.88  0.07
H31 -1.96 6.36 -0.23  0.07
H32 0.05 6.20 -1.63  0.10
H33 -0.67 7.01 -2.92  0.10
H34 -1.22 4.03 -2.24  0.09
H35 -0.60 4.75 -3.60  0.10
C18 3.79 -6.56 1.14  -0.12
C19 4.10 -5.89 -0.14  -0.26
C20 3.83 -4.37 -0.26  -0.17
C21 4.55 -3.48 0.64  -0.24
N3 5.20 -2.85 1.34  0.15
H36 4.41 -6.20 1.96  0.07
H37 3.66 -7.64 1.06  0.08
H38 2.89 -6.13 1.59  0.07
H39 3.49 -6.38 -0.89  0.11
H40 5.11 -6.13 -0.47  0.11
H41 2.75 -4.17 -0.24  0.08
H42 4.19 -3.95 -1.20  0.12
C22 -2.75 2.61 4.20  -0.10
C23 -3.40 2.76 2.79  -0.20
C24 -3.70 1.45 1.93  -0.13
C25 -2.49 0.71 1.56  -0.11
N4 -1.56 0.12 1.17  0.17
H43 -2.02 1.80 4.25  0.07
H44 -3.60 2.30 4.82  0.06
H45 -2.43 3.57 4.62  0.08
H46 -2.70 3.49 2.37  0.10
H47 -4.36 3.25 2.94  0.10
H48 -4.23 1.54 0.99  0.11
H49 -4.27 0.65 2.41  0.12
C26 -5.34 -0.91 -0.21  -0.12
C27 -5.01 -2.26 0.43  -0.22
C28 -4.34 -3.19 -0.63  -0.18
C29 -5.28 -3.45 -1.66  -0.26
N5 -6.10 -3.70 -2.43  0.15
H50 -6.29 -0.84 -0.74  0.08
H51 -4.52 -0.52 -0.81  0.06
H52 -5.61 -0.18 0.55  0.05
H53 -5.96 -2.60 0.81  0.11
H54 -4.27 -2.11 1.21  0.10
H55 -4.00 -4.13 -0.20  0.13
H56 -3.54 -2.59 -1.07  0.11
C30 3.27 1.19 -4.43  -0.12
C31 4.43 1.49 -3.55  -0.26
C32 4.32 1.14 -2.04  -0.11
C33 3.10 0.36 -1.54  -0.09
N6 2.19 -0.27 -1.18  0.17
H57 3.68 1.08 -5.43  0.08
H58 2.51 1.95 -4.28  0.09
H59 2.91 0.19 -4.21  0.08
H60 4.61 2.56 -3.59  0.11
H61 5.29 1.03 -4.04  0.11
H62 4.18 2.03 -1.42  0.10
H63 5.16 0.65 -1.56  0.12

Calculated values
<S²>   3.789
HOMO energy (alpha / beta)   -7.85 / -7.79 eV
Multiplicity   4
Energy   -78741.78161 eV
Lowest unoccupied orbital energy (alpha / beta)   -0.51 / 0.38 eV